1.
Molecular formula: C22H22N4O4S
Method: DFT, ωB97M-V/def2-TZVPD

The geometry in XYZ format:
```
53
Properties=species:S:1:pos:R:3
O 1.778 2.100 -1.428
C 1.496 1.030 -0.926
C 2.094 -0.276 -1.445
C 1.130 -1.024 -2.369
C 2.030 -1.679 -3.414
O 1.684 -2.570 -4.154
N 3.242 -1.068 -3.356
C 4.340 -1.325 -4.192
C 5.333 -0.360 -4.352
C 6.425 -0.614 -5.162
C 6.546 -1.824 -5.822
C 5.559 -2.782 -5.667
C 4.465 -2.543 -4.857
C 3.289 -0.006 -2.368
N 0.637 0.943 0.118
C 0.074 -0.246 0.705
C -1.429 -0.341 0.368
N -2.108 0.853 0.825
C -2.613 0.936 2.080
N -2.467 2.007 2.781
S -3.103 1.821 4.307
O -2.020 1.782 5.242
O -4.172 2.740 4.547
C -3.767 0.176 3.987
C -4.569 -0.619 4.768
C -5.078 -1.782 4.202
C -4.815 -2.086 2.875
C -4.008 -1.270 2.095
C -3.444 -0.139 2.673
C -1.518 2.058 0.262
C -0.028 2.145 0.591
H 2.407 -0.910 -0.613
H 0.516 -1.778 -1.877
H 0.469 -0.329 -2.893
H 5.255 0.595 -3.859
H 7.185 0.145 -5.277
H 7.400 -2.016 -6.453
H 5.641 -3.730 -6.177
H 3.701 -3.294 -4.747
H 4.238 -0.029 -1.829
H 3.165 0.979 -2.834
H 0.583 -1.143 0.361
H 0.180 -0.177 1.795
H -1.836 -1.226 0.852
H -1.561 -0.421 -0.716
H -4.799 -0.334 5.782
H -5.706 -2.436 4.788
H -5.256 -2.967 2.433
H -3.870 -1.505 1.051
H -2.042 2.917 0.676
H -1.658 2.017 -0.822
H 0.428 3.001 0.094
H 0.099 2.230 1.673
```

As for the energy relative to the best compared isomer or geometry (same formula, charge and spin): 154.6 kJ/mol. As for the SMILES: O=C([C@H]1CC(=O)N(c2ccccc2)C1)N1CCN(C2=NS(=O)(=O)c3ccccc32)CC1. Its charge is 0. As for the multiplicity: 1. The HOMO energy comes out at -8.61 eV.


2.
Molecular formula: C22H22N4O5S
Method: DFT, ωB97M-V/def2-TZVPD

The geometry in XYZ format:
```
54
Properties=species:S:1:pos:R:3
C 0.134 0.342 -6.389
O -0.338 1.077 -5.273
C -1.617 0.893 -4.943
C -2.136 1.604 -3.859
C -3.470 1.369 -3.569
N -4.104 1.974 -2.519
S -3.519 3.281 -1.628
O -2.942 4.257 -2.501
O -4.625 3.655 -0.802
C -2.246 2.525 -0.644
C -0.941 2.971 -0.738
C 0.046 2.378 0.023
C -0.274 1.327 0.891
N 0.649 0.688 1.679
C 1.970 0.916 1.804
C 2.754 0.183 2.636
C 2.229 -0.880 3.464
O 1.027 -1.174 3.486
C 3.183 -1.608 4.333
C 2.707 -2.152 5.525
C 3.549 -2.843 6.370
C 4.888 -3.031 6.041
C 5.798 -3.773 6.970
C 5.355 -2.510 4.841
C 4.520 -1.804 3.996
C -1.607 0.895 0.974
C -2.586 1.492 0.211
N -4.210 0.509 -4.277
C -3.611 -0.108 -5.282
O -4.308 -0.965 -6.018
C -5.668 -1.138 -5.663
N -2.344 0.038 -5.649
H 0.040 -0.731 -6.210
H 1.178 0.621 -6.509
H -0.437 0.595 -7.284
H -1.538 2.311 -3.317
H -5.088 1.776 -2.431
H -0.718 3.787 -1.407
H 1.060 2.734 -0.058
H 0.332 -0.077 2.296
H 2.403 1.712 1.212
H 3.800 0.424 2.711
H 1.665 -2.014 5.774
H 3.167 -3.249 7.296
H 6.032 -3.153 7.835
H 5.319 -4.681 7.332
H 6.729 -4.038 6.477
H 6.388 -2.663 4.561
H 4.907 -1.435 3.058
H -1.852 0.087 1.648
H -3.615 1.178 0.272
H -5.756 -1.517 -4.642
H -6.069 -1.860 -6.372
H -6.209 -0.193 -5.733
```

As for the energy relative to the best compared isomer or geometry (same formula, charge and spin): 131.8 kJ/mol. As for the SMILES: COc1cc(NS(=O)(=O)c2ccc(N/C=C\C(=O)c3ccc(C)cc3)cc2)nc(OC)n1. Its charge is 0. As for the multiplicity: 1. The HOMO energy comes out at -8.39 eV.